(1)
{"formula": "CH6OS2", "method": "ωB97M-V/def2-TZVPD", "relative_energy_kcal_mol": 16.7, "smiles": "CO.SS", "gap_ha": 0.3593, "symbols": ["C", "O", "H", "H", "H", "H", "S", "S", "H", "H"], "positions_angstrom": [[-1.16595, 0.51296, 0.71494], [-2.30496, 0.80871, -0.12698], [-0.43729, -0.15659, 0.26031], [-1.44360, 0.11857, 1.69221], [-0.73107, 1.50149, 0.83422], [-2.42062, 0.05139, -0.69346], [2.06585, -0.97967, -1.77895], [2.75328, -1.27434, 0.15194], [0.77455, -0.58607, -1.58923], [2.90980, 0.00356, 0.53498]], "forces_ev_per_a": [[-0.491, 1.043, -0.338], [0.627, -0.541, 0.485], [-0.049, -0.037, -0.150], [-0.207, -0.062, -0.040], [0.479, -0.136, 0.360], [-0.350, -0.291, -0.288], [-0.101, 0.230, 0.051], [-0.443, 0.016, -0.155], [0.449, -0.248, 0.205], [0.087, 0.026, -0.130]]}

***

(2)
{"formula": "CH6OSi", "method": "ωB97M-V/def2-TZVPD", "relative_energy_kcal_mol": 42.8, "smiles": "CO[SiH3]", "gap_ha": 0.3932, "symbols": ["C", "O", "Si", "H", "H", "H", "H", "H", "H"], "positions_angstrom": [[1.23853, 0.58023, -0.19797], [-0.12740, 0.94953, 0.19550], [-1.38737, -0.51347, 0.10980], [1.56180, -0.25907, 0.36178], [1.96679, 1.32323, 0.20453], [1.28098, 0.56001, -1.31376], [-0.90054, -1.52965, 1.12813], [-1.07371, -1.19868, -1.21868], [-2.55909, 0.08788, 0.73067]], "forces_ev_per_a": [[-1.148, 1.952, 0.046], [-1.349, -2.995, -0.430], [4.545, 1.885, 0.820], [0.135, -1.634, -0.168], [-0.826, 0.186, -0.595], [0.365, -0.460, 0.935], [-0.245, 0.373, -0.446], [-0.920, 0.621, 0.500], [-0.557, 0.071, -0.663]]}

***

(3)
{"formula": "CH6OSi", "method": "ωB97M-V/def2-TZVPD", "relative_energy_kcal_mol": 36.5, "smiles": "CO[SiH3]", "gap_ha": 0.4168, "symbols": ["C", "O", "Si", "H", "H", "H", "H", "H", "H"], "positions_angstrom": [[1.37169, -0.21034, -0.02234], [0.13304, -0.75935, 0.00686], [-1.31326, -0.11585, 0.01455], [2.13540, -0.88490, 0.08908], [1.41937, 0.48553, 0.91441], [1.46788, 0.44726, -0.96833], [-2.33004, -1.16406, -0.29901], [-1.71624, 0.47082, -1.26171], [-1.90134, 0.60225, 1.29190]], "forces_ev_per_a": [[-0.630, 5.360, 0.567], [-0.291, -2.035, 0.129], [-3.743, -0.074, 0.165], [1.681, -1.903, -0.115], [0.503, -0.748, -1.606], [0.342, -1.007, 1.398], [0.363, -0.497, 0.828], [0.660, 1.312, -0.216], [1.114, -0.407, -1.150]]}

***

Going through the records in order, we get highest occupied orbital energy values of -9.61 -9.93 -10.44 eV.
Going through the records in order, we get maximum force values of 1.2 5.0 5.4 eV/A.